8
Properties=species:S:1:pos:R:3:lowdin_charge:R:1 method="wB97M-V/def2-TZVPD" gap_ha="0.261 / 0.252" total_charge=+3 s2=12.046 energy_ev=-32328.903 spin_multiplicity=7 e_lumo_ha="-0.61017 / -0.63679"
O -2.59 -0.06 -0.83 -0.17
C -3.29 0.26 -1.67 0.23
Tb -1.21 -0.82 0.97 1.99
F 0.75 0.36 0.04 -0.06
H 2.68 2.02 -0.80 0.26
O 3.16 -0.06 -0.96 0.35
C 3.06 1.00 -0.38 0.01
C 1.97 0.67 0.56 0.40